[1]
C2HF6NO4PtS2 | ωB97M-V with the def2-TZVPD basis set

For the energy above the lowest of the compared OMol25 structures with the same formula, charge and spin, the calculation gives 0.00 kcal per mole. Its spin multiplicity is 3. Its HOMO-LUMO gap (alpha / beta) is 7.5367 / 7.4314 eV. The molar mass comes out at 476.23 g mol⁻¹. As for the total energy: -1947.09798 Eh. The largest force on an atom comes out at 0.1717 Eh/bohr.

Atoms and positions in Å:
N: -0.1504 -0.5044 0.5841
S: 0.9037 -0.7734 -0.6493
O: 0.8052 -2.1919 -0.9462
O: 0.7568 0.2042 -1.7130
C: 2.5202 -0.5372 0.2886
F: 3.3834 -1.4354 -0.1706
F: 2.3625 -0.0696 1.8582
F: 2.9956 0.6300 -0.1447
S: -1.0826 0.8007 0.7464
O: -0.6571 2.0713 0.2068
O: -1.4013 0.6630 2.2000
C: -2.6878 0.3526 -0.1209
F: -2.5328 0.4846 -1.4177
F: -3.0137 -0.8839 0.1845
F: -3.6057 1.1864 0.3230
H: 1.3898 -1.8089 1.9256
Pt: -0.1244 -0.8443 2.4723

Forces on atoms 1 to 6 (eV/Å):
N -0.60 2.09 -4.77
S -1.99 -1.62 -1.03
O 0.67 1.96 0.47
O 0.74 -1.10 1.81
C 1.01 3.47 0.20
F -0.78 -0.06 2.22

Atom charges from the natural (NBO) analysis, given in e for atoms 1 to 4: -1.264, 2.201, -0.863, -0.839



[2]
C2HF6NO5RhS2 | ωB97M-V with the def2-TZVPD basis set

Its spin multiplicity is 5. Its HOMO-LUMO gap (alpha / beta) is 11.1415 / 7.6270 eV. The charge is +1. The molar mass comes out at 400.06 g mol⁻¹. As for the total energy: -2013.37058 Eh. The largest force on an atom comes out at 0.0975 Eh/bohr.

Atoms and positions in Å:
Rh: 1.1203 0.5658 -1.9155
N: 0.8559 -0.6605 1.3822
S: 0.4221 0.8421 1.1537
O: 0.8151 1.6900 2.2600
O: 0.7149 1.3750 -0.2090
C: -1.4453 0.7745 1.1886
F: -1.8401 0.4159 2.3924
F: -1.8722 -0.0974 0.2969
F: -1.9096 1.9742 0.9012
S: 1.4111 -1.6783 0.2875
O: 0.9646 -3.0323 0.5759
C: 3.2509 -1.6674 0.6257
F: 3.7502 -0.4864 0.3139
F: 3.4635 -1.9199 1.9008
F: 3.8158 -2.6018 -0.1142
O: 1.0815 0.0458 -3.6559
H: 1.8237 -0.2424 -4.1881
O: 1.2992 -1.2472 -1.2950

Forces on atoms 1 to 6 (eV/Å):
Rh -0.34 1.63 -1.38
N 0.34 0.13 -2.01
S -0.24 1.03 4.01
O -0.44 -1.36 -2.21
O 0.17 0.62 0.43
C -0.38 0.22 0.45

Atom charges from the natural (NBO) analysis, given in e for atoms 1 to 4: 1.627, -1.114, 2.182, -0.792



[3]
C2HFIO2 | ωB97M-V with the def2-TZVPD basis set

For the energy above the lowest of the compared OMol25 structures with the same formula, charge and spin, the calculation gives 29.29 kcal per mole. Its HOMO-LUMO gap is 6.1656 eV. The charge is -1. The molar mass comes out at 202.93 g mol⁻¹. As for the total energy: -624.85538 Eh. The largest force on an atom comes out at 0.0464 Eh/bohr.

Atoms and positions in Å:
C: -2.2101 -0.7011 0.4323
C: 1.6070 -0.0595 -0.1680
O: -2.3219 0.1767 1.1808
O: -2.0948 -1.5922 -0.2949
F: 3.1234 0.4238 -0.0803
I: 0.6875 1.1508 -1.7601
H: 1.2089 0.6015 0.6901

Forces on atoms 1 to 6 (eV/Å):
C 0.40 0.07 0.01
C 1.48 0.79 1.69
O -0.15 0.08 0.05
O -0.18 -0.13 -0.11
F -1.95 -0.44 -0.28
I -0.14 0.39 -0.53

Atom charges from the natural (NBO) analysis, given in e for atoms 1 to 4: 1.034, -0.310, -0.529, -0.510



[4]
C2HFKO | ωB97M-V with the def2-TZVPD basis set

For the energy above the lowest of the compared OMol25 structures with the same formula, charge and spin, the calculation gives 45.00 kcal per mole. Its spin multiplicity is 2. Its HOMO-LUMO gap (alpha / beta) is 3.8717 / 4.9202 eV. The molar mass comes out at 99.12 g mol⁻¹. As for the total energy: -851.58368 Eh. The largest force on an atom comes out at 0.1597 Eh/bohr.

Atoms and positions in Å:
H: -1.6157 -0.4222 1.0047
O: 0.7254 0.5182 0.1494
C: -0.7880 -0.7587 0.3553
C: 0.2038 0.3227 -1.0853
F: -0.6147 -2.0996 0.5946
K: 2.0892 2.4396 -1.0187

Cartesian forces, eV/Å:
H 0.10 0.36 -0.44
O 0.84 2.09 -5.91
C -1.03 -0.86 -1.58
C 0.32 -1.11 8.13
F 0.00 -0.12 -0.31
K -0.23 -0.35 0.11

Atom charges from the natural (NBO) analysis, given in e for atoms 1 to 4: 0.105, -0.780, 0.042, 0.090



[5]
C2HFN2O4 | ωB97M-V with the def2-TZVPD basis set

Its spin multiplicity is 3. Its HOMO-LUMO gap (alpha / beta) is 7.7567 / 7.9702 eV. The molar mass comes out at 136.04 g mol⁻¹. As for the total energy: -586.73904 Eh. The largest force on an atom comes out at 0.1366 Eh/bohr.

Atoms and positions in Å:
C: -1.4403 0.4161 0.0448
C: 0.2430 -0.0238 0.1936
N: 0.3343 -1.4741 -0.0309
N: 1.1277 1.0022 0.1476
O: -0.7026 -2.0669 0.1674
O: 0.5815 2.0833 0.0442
O: 1.4002 -1.9437 -0.2420
O: 2.3032 0.7976 -0.0080
F: -1.7661 1.6146 -0.1936
H: -2.0810 -0.4053 -0.1231

Forces on atoms 1 to 6 (eV/Å):
C 4.03 -2.29 1.47
C -6.99 -0.59 -0.43
N 0.42 1.50 1.31
N 1.33 0.45 -1.62
O -0.50 -0.23 -0.21
O 0.05 1.18 0.61

Atom charges from the natural (NBO) analysis, given in e for atoms 1 to 4: 0.221, 0.304, 0.473, 0.401



[6]
C2HFN2S2 | ωB97M-V with the def2-TZVPD basis set

For the energy above the lowest of the compared OMol25 structures with the same formula, charge and spin, the calculation gives 0.00 kcal per mole. As for the SMILES: Fc1nc(=S)[nH]s1. Its HOMO-LUMO gap is 8.5414 eV. The molar mass comes out at 136.18 g mol⁻¹. As for the total energy: -1082.54717 Eh. The largest force on an atom comes out at 0.0280 Eh/bohr.

Atoms and positions in Å:
F: -3.8648 0.4815 0.0001
C: -2.5608 0.5323 -0.0001
N: -1.8856 1.6033 0.0000
C: -0.5436 1.3723 -0.0001
S: 0.6527 2.4738 0.0000
N: -0.2861 0.0177 0.0000
S: -1.6540 -0.9721 0.0000
H: 0.6533 -0.3492 0.0000

Forces on atoms 1 to 6 (eV/Å):
F -0.04 -0.02 0.00
C 0.74 -0.42 0.00
N -1.41 0.27 0.00
C 1.02 -0.66 0.00
S 0.29 0.39 0.00
N -0.17 -0.04 0.00

Atom charges from the natural (NBO) analysis, given in e for atoms 1 to 4: -0.269, 0.491, -0.486, 0.187



[7]
C2HFNO3P | ωB97M-V with the def2-TZVPD basis set

For the energy above the lowest of the compared OMol25 structures with the same formula, charge and spin, the calculation gives 29.70 kcal per mole. Its HOMO-LUMO gap is 6.8048 eV. The charge is -2. The molar mass comes out at 137.01 g mol⁻¹. As for the total energy: -798.51672 Eh. The largest force on an atom comes out at 0.0894 Eh/bohr.

Atoms and positions in Å:
C: -1.2317 0.6579 0.9061
C: 0.0270 -0.0401 0.9924
N: -2.2383 1.2238 0.7744
O: 0.6050 -2.6726 0.5574
O: -1.2189 -2.2095 2.3273
O: -1.5821 -1.5891 -0.2167
F: 0.9639 0.6190 1.8787
P: -0.6532 -1.8617 0.9416
H: 0.8891 0.0635 -0.1601

Forces on atoms 1 to 6 (eV/Å):
C -0.65 1.87 -0.72
C 3.26 0.16 -3.23
N 0.84 -0.19 0.50
O -0.82 0.56 0.36
O 0.10 0.78 -1.11
O -0.35 0.06 0.14

Atom charges from the natural (NBO) analysis, given in e for atoms 1 to 4: 0.279, -0.234, -0.444, -1.257



[8]
C2HFO2Sc | ωB97M-V with the def2-TZVPD basis set

For the energy above the lowest of the compared OMol25 structures with the same formula, charge and spin, the calculation gives 28.63 kcal per mole. Its spin multiplicity is 2. Its HOMO-LUMO gap (alpha / beta) is 8.5206 / 5.7270 eV. The charge is +2. The molar mass comes out at 120.98 g mol⁻¹. As for the total energy: -1086.98772 Eh. The largest force on an atom comes out at 0.1001 Eh/bohr.

Atoms and positions in Å:
C: 0.1382 0.1711 0.7280
C: 1.1232 0.9327 0.2367
O: 1.7819 1.7364 -0.2693
Sc: -0.9305 -1.9165 -1.1458
F: 0.2237 -1.2098 0.4768
H: -0.5820 0.4708 1.4848
O: -1.7545 -0.1847 -1.5113

Forces on atoms 1 to 6 (eV/Å):
C -1.48 -0.71 0.09
C 2.09 3.40 -2.17
O -1.41 -2.40 1.58
Sc -2.25 4.54 -0.91
F 0.41 -0.45 0.25
H 0.19 -0.07 -0.07

Atom charges from the natural (NBO) analysis, given in e for atoms 1 to 4: -0.017, 0.714, -0.154, 2.146



[9]
C2HFO2Zn | ωB97M-V with the def2-TZVPD basis set

For the energy above the lowest of the compared OMol25 structures with the same formula, charge and spin, the calculation gives 0.00 kcal per mole. Its HOMO-LUMO gap (alpha / beta) is 8.4590 / 6.1197 eV. The molar mass comes out at 141.42 g mol⁻¹. As for the total energy: -2106.31279 Eh. The largest force on an atom comes out at 0.1155 Eh/bohr.

Atoms and positions in Å:
C: 0.0528 -0.1111 0.6331
C: 0.2099 -0.7786 -0.5386
O: 0.8912 -1.7103 -0.9655
O: -0.7759 1.1254 0.5694
H: -0.7793 1.4535 -0.3878
Zn: 0.4771 0.9922 2.0775
F: -0.4225 0.1448 -1.6811

Forces on atoms 1 to 6 (eV/Å):
C -2.15 1.45 0.35
C 2.30 -1.79 -5.17
O -2.58 2.78 1.75
O 0.40 -1.10 -2.55
H -0.22 -0.79 1.19
Zn 1.59 0.86 3.02

Atom charges from the natural (NBO) analysis, given in e for atoms 1 to 4: -0.324, 0.653, -0.429, -0.812



[10]
C2HFOPm | ωB97M-V with the def2-TZVPD basis set

For the energy above the lowest of the compared OMol25 structures with the same formula, charge and spin, the calculation gives 5.57 kcal per mole. Its spin multiplicity is 6. Its HOMO-LUMO gap (alpha / beta) is 6.5973 / 7.3686 eV. The charge is +2. The molar mass comes out at 205.03 g mol⁻¹. As for the total energy: -859.36261 Eh. The largest force on an atom comes out at 0.2026 Eh/bohr.

Atoms and positions in Å:
H: -1.6159 -0.6394 -0.0094
O: -1.5036 1.1421 0.0086
C: -0.7616 0.0943 0.2319
C: 0.5619 -0.1277 0.1609
F: 1.1779 -0.0566 1.4041
Pm: 2.1414 -0.4127 -1.7961

Cartesian forces, eV/Å:
H 1.80 -1.04 0.75
O 3.67 -2.48 1.30
C -9.27 4.27 -2.10
C 4.25 -0.30 4.29
F -1.40 -0.27 -3.23
Pm 0.95 -0.17 -1.01

Atom charges from the natural (NBO) analysis, given in e for atoms 1 to 4: 0.369, -0.312, 0.057, 0.186



Which formula does entry 1 have? C2HF6NO4PtS2



Which of these has the lowest largest force on an atom? C2HFN2S2



Which of these has the lowest largest force on an atom? C2HFN2S2



Among the records above, which one has the highest largest force on an atom? C2HFOPm